Entry 1:
ORCA calculation (ωB97M-V with the def2-TZVPD basis set) on one molecule with the formula C3H6O2.

```
! RIJCOSX wB97M-V def2-TZVPD def2/J DEFGRID3
* xyz 0 1
H 0.5572 1.1478 1.0993
H -0.9507 -1.4900 0.9746
H 2.4241 -0.1678 0.8022
C 0.7812 0.6431 0.1464
C -1.3691 -0.8660 0.1598
H -1.1310 1.0062 -0.7880
O -2.5104 -1.0430 -0.1990
C -0.4876 0.1567 -0.5361
O 1.6334 -0.4692 0.3387
H -0.1964 -0.3114 -1.4852
H 1.2492 1.3935 -0.5127
*
```

## Properties
- F_max (eV/Å) = 0.5
- highest occupied orbital energy (eV) = -9.74
- energy above the lowest of the compared OMol25 structures with the same formula, charge and spin (eV) = 1.196
- frontier orbital gap (hartree) = 0.384
- structure (SMILES) = O=CCCO



Entry 2:
ORCA calculation (ωB97M-V with the def2-TZVPD basis set) on one molecule with the formula C9H12N4S.

```
! RIJCOSX wB97M-V def2-TZVPD def2/J DEFGRID3
* xyz 0 1
H -4.8834 2.0720 -0.8628
C 1.6204 -2.3698 0.6929
C 0.8518 -1.1812 0.4754
H 1.8282 2.5184 0.8580
H -2.4749 -1.5347 1.3233
C 2.5612 1.4325 -1.0819
N 1.0556 0.1030 0.3040
C 0.7310 -3.2560 1.3084
H 0.9332 -4.3199 1.5157
C 2.3708 0.4292 0.0153
H -0.4713 1.1535 -0.1912
C -1.5944 1.1397 -0.2797
H 3.7062 2.0852 0.6009
C 2.6888 1.9093 0.2988
H -4.3258 1.0349 -2.1700
H 3.4993 1.2361 -1.5821
S -2.5123 2.2019 -1.3769
C -4.1377 1.4135 -1.1871
N -2.1816 0.0322 0.0345
N -0.5324 -2.8047 1.2374
H 3.1077 -0.2856 0.2896
H 1.6855 1.6481 -1.7624
H -3.9225 0.5237 -0.5972
C -1.7441 -1.0000 0.7291
H 2.6690 -2.5508 0.6256
N -0.5284 -1.6303 0.7824
*
```

## Properties
- F_max (eV/Å) = 5.0
- highest occupied orbital energy (alpha / beta) (eV) = -7.28 / -6.80
- energy above the lowest of the compared OMol25 structures with the same formula, charge and spin (eV) = 1.701
- frontier orbital gap (alpha / beta) (hartree) = 0.248 / 0.215



Entry 3:
ORCA calculation (ωB97M-V with the def2-TZVPD basis set) on one molecule with the formula C6H12O.

```
! RIJCOSX wB97M-V def2-TZVPD def2/J DEFGRID3
* xyz 0 1
C 0.3549 -1.2310 -0.3146
C -1.1061 0.8528 0.2329
H -1.4488 1.7908 -0.2265
H 1.2794 1.7054 -0.8401
C -2.2953 0.0536 0.7545
H -0.4620 1.1432 1.0763
C -0.2761 0.0727 -0.7881
H -2.9751 -0.2157 -0.0635
C 0.9747 0.7236 -1.2079
H -2.8659 0.6297 1.4912
H 0.4943 -2.0051 -1.0678
H 2.7720 0.6011 0.5991
H -1.9481 -0.8753 1.2170
H 1.1594 -0.5242 1.5634
C 1.4241 -1.0399 0.6254
O 2.3844 -0.0164 -0.0577
H -0.8776 -0.1523 -1.6781
H 2.0043 -1.9398 0.8408
H 1.4075 0.4269 -2.1562
*
```

## Properties
- F_max (eV/Å) = 0.3
- highest occupied orbital energy (alpha / beta) (eV) = -6.63 / -6.63
- energy above the lowest of the compared OMol25 structures with the same formula, charge and spin (eV) = 4.642
- frontier orbital gap (alpha / beta) (hartree) = 0.269 / 0.269